Entry 1:
{"formula": "C17H16F6N6O5OsS3", "method": "ωB97M-V/def2-TZVPD", "orbital_gap_ha": [0.2408, 0.2358], "multiplicity": 1, "homo_ev": [-15.3, -15.2], "e_lumo_ev": [-8.75, -8.82], "total_charge": 2, "symbols": ["Os", "O", "C", "N", "C", "C", "C", "C", "C", "C", "N", "C", "C", "C", "C", "C", "N", "H", "H", "H", "H", "H", "H", "H", "H", "H", "H", "F", "C", "F", "F", "S", "O", "O", "N", "S", "O", "O", "C", "F", "F", "F", "S", "C", "N", "C", "C", "N", "H", "H", "H", "H", "H", "H"], "xyz": [[-0.403876, -0.011620, -0.375322], [-0.216940, 1.546562, 3.300474], [-0.434735, 0.842543, 2.357916], [0.160928, 1.034985, 1.089982], [0.961876, 2.223000, 0.862075], [1.583626, 2.102980, -0.500330], [2.466193, 3.036267, -1.006984], [3.014835, 2.827506, -2.259824], [2.679054, 1.680533, -2.971686], [1.785202, 0.797557, -2.419620], [1.234126, 1.007622, -1.209457], [-1.358806, -0.333449, 2.334529], [-2.017818, -0.775714, 3.456190], [-2.861461, -1.874855, 3.333568], [-3.010292, -2.479782, 2.096043], [-2.311244, -1.983282, 1.009997], [-1.502139, -0.927997, 1.131703], [1.703722, 2.340598, 1.654713], [0.317381, 3.108946, 0.905987], [2.714656, 3.911618, -0.422185], [3.706939, 3.547002, -2.676365], [3.097237, 1.481970, -3.947616], [1.483038, -0.101705, -2.935766], [-1.864485, -0.260030, 4.394542], [-3.390726, -2.254341, 4.197102], [-3.664643, -3.329363, 1.962127], [-2.396896, -2.420122, 0.024171], [-4.663575, 1.769776, 0.812066], [-4.678978, 1.062289, -0.301094], [-4.514476, -0.231288, -0.014397], [-5.789099, 1.246981, -0.964632], [-3.238541, 1.616657, -1.326742], [-2.074068, 1.331582, -0.409248], [-3.406745, 2.962669, -1.712370], [-3.284593, 0.527723, -2.496482], [-1.885097, 0.082164, -2.964741], [-1.339508, -1.023788, -2.072699], [-0.907456, 1.116721, -3.146468], [-2.098122, -0.760875, -4.594800], [-2.492184, 0.113638, -5.479201], [-2.951092, -1.758641, -4.483609], [-0.887013, -1.227601, -4.896612], [1.160947, -1.644953, 0.214565], [1.475324, -2.721555, -1.101216], [0.810991, -2.844632, -2.239504], [1.387927, -3.894225, -3.100242], [2.539271, -4.447950, -2.232757], [2.487335, -3.570510, -1.052714], [-0.094546, -2.422664, -2.392063], [1.746328, -3.458123, -4.030423], [0.641812, -4.650286, -3.331942], [3.505801, -4.369664, -2.723796], [2.381580, -5.483385, -1.937941], [3.131074, -3.628841, -0.280526]], "forces_ev_per_angstrom": [[1.3, -0.2, 2.4], [0.0, -0.1, -0.2], [0.1, -0.1, 0.2], [-0.2, -0.1, -0.6], [-0.1, 0.0, -0.2], [0.0, -0.2, 0.0], [0.1, 0.0, 0.0], [0.0, 0.0, 0.0], [0.1, 0.0, 0.0], [0.1, -0.1, 0.2], [-0.5, 0.9, -0.7], [0.0, 0.1, -0.2], [-0.1, -0.1, 0.1], [0.0, 0.0, 0.0], [0.0, 0.0, 0.0], [0.1, 0.0, 0.1], [-0.8, 0.1, -0.2], [0.0, 0.0, 0.0], [0.0, 0.0, 0.0], [0.0, 0.0, 0.0], [0.0, 0.0, 0.0], [0.0, 0.0, 0.0], [-0.1, 0.0, 0.0], [0.0, 0.0, 0.0], [0.0, 0.0, 0.0], [0.0, 0.0, 0.0], [0.0, 0.0, 0.0], [0.0, 0.0, 0.0], [0.1, -0.1, 0.1], [0.0, 0.2, 0.0], [-0.1, 0.0, -0.1], [0.1, -0.3, 0.1], [-0.4, -0.1, -0.7], [0.0, 0.0, 0.1], [-0.1, 0.2, 0.2], [1.0, 0.3, -0.4], [-0.2, 0.5, 0.3], [-0.3, -0.1, -0.4], [-0.2, -0.2, 0.2], [0.0, 0.0, 0.0], [0.0, 0.0, 0.0], [-0.1, 0.0, 0.0], [-0.2, -0.6, -0.3], [0.3, 0.1, -0.2], [0.0, -0.1, 0.0], [0.0, 0.0, 0.0], [0.0, -0.1, 0.0], [0.0, -0.1, 0.0], [0.1, 0.1, 0.0], [0.0, 0.0, 0.0], [0.0, 0.0, 0.0], [0.0, 0.0, 0.0], [0.0, 0.0, 0.0], [0.0, 0.0, 0.0]], "mulliken_charge": [1.792, -0.548, -0.094, 0.071, -0.814, 0.403, -0.925, -0.375, -0.945, -0.058, 0.250, 0.736, -0.661, -0.533, -0.749, -0.318, 0.386, 0.583, 0.418, 0.525, 0.458, 0.457, 0.428, 0.583, 0.482, 0.494, 0.629, -0.189, 0.654, -0.181, -0.167, 0.856, -0.780, -0.521, -0.492, 1.018, -0.863, -0.616, 0.497, -0.156, -0.183, -0.189, -0.483, 0.566, 0.258, -0.573, -0.520, -0.200, 0.072, 0.325, 0.343, 0.323, 0.327, 0.202]}

Entry 2:
{"formula": "C3H4N4", "method": "ωB97M-V/def2-TZVPD", "orbital_gap_ha": 0.3464, "multiplicity": 1, "smiles": "Nc1cncnn1", "homo_ev": -9.2, "e_lumo_ev": 0.20, "symbols": ["N", "C", "C", "N", "C", "N", "N", "H", "H", "H", "H"], "xyz": [[-1.542145, -0.827055, -0.987854], [-0.391731, -0.274961, -0.459409], [-0.438652, 0.235986, 0.853956], [0.625921, 0.781235, 1.398057], [1.750608, 0.749377, 0.670077], [1.894926, 0.130756, -0.506974], [0.813702, -0.389768, -1.090225], [-2.443359, -0.694839, -0.539569], [-1.602423, -0.984873, -1.977804], [-1.317375, 0.120783, 1.497568], [2.650527, 1.153360, 1.142176]], "forces_ev_per_angstrom": [[0.2, 0.1, -0.3], [0.7, -0.6, 0.3], [0.4, 0.1, 0.2], [-0.1, -0.1, -0.1], [0.2, -0.6, -0.3], [-0.7, 0.4, 0.5], [-1.4, 0.4, 0.6], [0.6, 0.2, 0.0], [0.3, -0.1, -0.1], [0.1, 0.2, -0.4], [-0.3, 0.0, -0.4]], "mulliken_charge": [-0.450, 0.607, -0.013, -0.527, -0.021, -0.369, -0.362, 0.197, 0.257, 0.311, 0.370]}

Entry 3:
{"formula": "C6H11O", "method": "ωB97M-V/def2-TZVPD", "orbital_gap_ha": 0.3870, "multiplicity": 1, "homo_ev": -14.4, "e_lumo_ev": -3.90, "total_charge": 1, "symbols": ["C", "C", "C", "C", "C", "C", "O", "H", "H", "H", "H", "H", "H", "H", "H", "H", "H", "H"], "xyz": [[2.022511, 1.393756, -1.603997], [0.803551, 1.043498, -0.759772], [-1.557197, -0.619535, -0.093154], [-1.188594, -0.370036, 1.386652], [-0.169294, -1.119903, -0.633401], [0.331630, -0.020621, 1.362163], [0.743268, -0.149249, -0.090254], [2.059614, 2.230201, -2.247424], [2.900545, 0.778746, -1.415173], [-0.167077, 1.577204, -0.721613], [-2.459041, -1.311863, -0.178766], [-1.863549, 0.310492, -0.602193], [-1.782411, 0.439653, 1.926466], [-1.459378, -1.181032, 2.063393], [0.199080, -2.097925, -0.283337], [0.163768, -0.985573, -1.711006], [0.618622, 0.919606, 1.731830], [0.803950, -0.837421, 1.869584]], "forces_ev_per_angstrom": [[-5.5, -3.0, 5.4], [4.6, 4.0, -5.4], [-0.5, -0.9, -0.1], [-0.8, 1.9, 0.8], [-0.7, -0.4, -2.5], [-1.7, -1.8, 0.3], [1.3, -0.4, 3.1], [-0.2, 0.8, -0.3], [-0.2, 0.0, -0.4], [1.0, -0.1, -0.3], [1.6, 0.6, -0.1], [0.3, -0.4, 0.2], [0.7, -0.5, -1.3], [0.7, -0.6, -0.5], [-0.5, 0.4, 0.1], [-1.5, -0.7, 0.9], [0.4, 1.2, 0.1], [1.0, -0.1, 0.1]], "mulliken_charge": [-0.709, 0.083, -0.624, -0.358, -0.325, -0.438, -0.173, 0.310, 0.255, 0.357, 0.352, 0.259, 0.295, 0.362, 0.289, 0.382, 0.411, 0.272]}

Entry 4:
{"formula": "C30H52NO10", "method": "ωB97M-V/def2-TZVPD", "orbital_gap_ha": 0.2229, "multiplicity": 1, "homo_ev": -10.5, "e_lumo_ev": -4.46, "total_charge": 1, "symbols": ["O", "C", "C", "N", "C", "C", "C", "C", "O", "O", "C", "C", "C", "C", "C", "O", "C", "H", "H", "H", "H", "H", "H", "H", "H", "H", "H", "H", "H", "H", "H", "H", "H", "C", "C", "O", "C", "H", "H", "H", "H", "H", "H", "C", "C", "O", "C", "H", "H", "H", "H", "H", "H", "C", "C", "O", "C", "H", "H", "H", "H", "H", "H", "C", "C", "O", "C", "H", "H", "H", "H", "H", "H", "C", "C", "O", "C", "H", "H", "H", "H", "H", "H", "C", "C", "O", "C", "H", "H", "H", "H", "H", "H"], "xyz": [[-0.060893, -1.776678, 3.912699], [-0.230989, -0.634554, 4.253731], [0.252406, 0.505028, 3.296594], [-0.479727, 0.328181, 2.015695], [-1.820666, 0.352851, 2.049012], [-2.511210, 0.160209, 0.903541], [-1.855023, -0.051570, -0.312533], [-2.718063, -0.283123, -1.536637], [-2.408026, -0.942523, -2.487153], [-3.978056, 0.312628, -1.490663], [-0.462428, -0.034219, -0.318634], [0.345822, -0.210398, -1.585003], [1.458127, -1.281419, -1.311423], [1.725041, -2.178699, -2.529768], [2.180128, -1.360072, -3.762890], [2.762335, -2.275869, -4.705720], [0.188322, 0.152439, 0.889781], [-0.756560, -0.408994, 5.203697], [1.319560, 0.380119, 3.110555], [-0.010319, 1.489352, 3.695227], [-2.311493, 0.532145, 3.001031], [-3.593686, 0.178675, 0.964849], [-4.525203, -0.318033, -0.997751], [-0.249746, -0.476561, -2.454659], [0.881814, 0.726029, -1.790019], [1.174761, -1.946307, -0.479400], [2.400329, -0.812241, -0.991873], [0.775021, -2.659056, -2.807976], [2.514966, -2.912871, -2.335453], [1.307117, -0.921856, -4.256920], [2.901971, -0.578500, -3.515519], [2.159245, -3.026480, -4.737410], [1.273296, 0.136931, 0.870058], [4.724782, -1.019217, -6.917073], [6.070759, -0.433301, -6.570752], [6.277434, 0.075709, -5.490398], [7.148302, -0.506664, -7.623402], [4.051437, -0.899316, -6.074436], [4.305678, -0.499256, -7.781075], [4.826253, -2.083352, -7.135049], [6.833178, 0.032243, -8.518399], [7.355793, -1.548745, -7.871531], [8.059837, -0.050435, -7.241982], [-6.774538, 1.446054, 1.420576], [-5.904804, 1.818805, 2.592219], [-4.785125, 1.362569, 2.722724], [-6.478908, 2.779296, 3.596505], [-6.239687, 0.749078, 0.777102], [-7.688815, 0.967177, 1.773024], [-7.022751, 2.336992, 0.842632], [-7.380805, 2.357289, 4.042399], [-6.714745, 3.727721, 3.111569], [-5.750251, 2.959372, 4.384389], [-3.752821, -1.796854, 7.371181], [-3.564783, -0.341747, 7.020408], [-2.982927, 0.416314, 7.761828], [-4.132731, 0.131443, 5.705470], [-3.297514, -1.995734, 8.339509], [-4.817226, -2.031463, 7.427438], [-3.272912, -2.428715, 6.621208], [-5.213203, -0.019585, 5.690221], [-3.666399, -0.413712, 4.880509], [-3.927027, 1.193678, 5.584828], [9.674619, -2.398300, -5.291524], [10.632008, -1.293129, -5.665403], [10.702886, -0.876885, -6.798053], [11.495947, -0.730033, -4.564230], [9.118902, -2.707928, -6.174621], [10.227444, -3.256131, -4.905017], [8.969348, -2.041408, -4.538818], [12.127349, -1.515777, -4.146222], [10.868623, -0.302784, -3.780212], [12.132759, 0.053161, -4.970588], [-8.268443, -0.917801, 9.427072], [-7.275266, 0.127798, 8.986655], [-7.197321, 0.477216, 7.828859], [-6.382585, 0.720612, 10.046942], [-8.842584, -1.256411, 8.566672], [-7.744181, -1.771803, 9.859008], [-8.953733, -0.494489, 10.162676], [-5.776787, -0.062611, 10.505624], [-6.986924, 1.214490, 10.809292], [-5.720179, 1.455309, 9.592915], [2.549910, 3.302681, -5.700856], [1.456863, 2.357115, -5.275362], [1.712488, 1.268799, -4.806896], [0.032956, 2.820590, -5.457706], [3.518628, 2.842188, -5.514487], [2.462043, 3.518708, -6.766667], [2.484480, 4.229914, -5.129195], [-0.163525, 3.015721, -6.512681], [-0.141642, 3.727020, -4.875663], [-0.647737, 2.043959, -5.112216]], "forces_ev_per_angstrom": [[-0.1, 0.6, 0.2], [0.3, -0.8, -0.4], [-0.8, -0.3, 0.5], [0.6, 0.3, 1.0], [0.0, 0.1, 0.6], [-0.9, -0.2, -0.8], [-0.3, 0.3, 0.4], [-0.5, -0.4, -1.1], [0.2, 0.5, 0.8], [0.9, -0.5, 0.6], [-0.5, 0.0, -1.4], [1.3, -0.3, 0.9], [0.1, -0.7, -0.1], [0.1, 1.2, -0.4], [-0.6, -1.2, -0.1], [0.1, 0.2, 0.3], [0.4, -0.2, -1.0], [0.3, 0.3, -0.2], [-0.1, 0.2, 0.1], [0.3, -0.1, -0.1], [0.1, 0.0, -0.1], [0.2, 0.1, 0.1], [-0.4, 0.3, -0.2], [0.0, 0.1, 0.3], [-0.4, 0.0, -0.2], [-0.1, 0.2, -0.2], [-0.2, 0.1, -0.2], [0.3, -0.3, 0.2], [-0.3, 0.0, 0.2], [0.2, 0.3, 0.3], [0.0, -0.2, -0.2], [0.1, 0.0, -0.2], [-0.2, 0.1, 0.5], [0.0, 0.2, 0.3], [0.0, 0.0, 0.0], [0.0, 0.0, 0.0], [0.2, 0.2, 0.3], [0.0, 0.0, 0.0], [0.1, -0.2, -0.1], [0.0, 0.0, -0.2], [0.0, -0.2, -0.1], [-0.1, 0.0, -0.2], [0.0, 0.0, 0.0], [0.3, -0.2, 0.0], [0.0, 0.1, 0.1], [0.1, -0.1, -0.1], [0.3, -0.1, 0.1], [0.0, 0.0, 0.0], [-0.1, 0.2, 0.0], [-0.2, 0.0, 0.1], [-0.1, 0.1, -0.1], [-0.2, -0.1, 0.0], [0.0, 0.0, 0.0], [0.1, 0.1, 0.2], [0.0, 0.0, 0.2], [0.1, 0.0, -0.1], [0.2, 0.3, 0.1], [0.0, 0.0, 0.0], [0.0, -0.1, -0.2], [-0.2, -0.1, -0.1], [0.0, -0.1, -0.1], [-0.2, -0.1, 0.0], [0.0, 0.0, 0.0], [-0.1, 0.0, -0.2], [0.0, 0.0, -0.1], [0.0, 0.0, 0.0], [0.1, 0.2, -0.2], [0.0, 0.0, 0.0], [-0.1, 0.0, 0.2], [0.1, -0.1, 0.1], [-0.1, 0.0, 0.1], [0.0, -0.1, 0.1], [0.0, 0.0, 0.0], [-0.1, 0.0, -0.3], [0.0, 0.1, 0.0], [0.1, -0.1, -0.1], [0.1, 0.2, -0.3], [0.0, 0.0, 0.0], [-0.1, 0.1, 0.2], [0.1, -0.1, 0.1], [-0.1, 0.0, 0.2], [0.0, -0.2, 0.1], [0.0, 0.0, 0.0], [0.2, -0.3, 0.1], [0.1, 0.0, 0.0], [-0.1, 0.3, 0.0], [-0.1, -0.3, 0.1], [0.0, 0.0, 0.0], [-0.1, 0.2, 0.0], [-0.1, 0.1, -0.2], [0.0, 0.2, 0.0], [0.0, 0.1, -0.2], [0.0, 0.0, 0.0]], "mulliken_charge": [-0.442, 0.050, -0.597, 0.005, -0.951, -1.020, 1.117, 0.059, -0.443, -0.442, 0.322, -0.514, -0.727, -1.220, -0.060, -0.543, 0.159, 0.440, 0.385, 0.314, 0.845, 0.176, 0.324, 0.570, 0.305, 0.532, 0.389, 0.411, 0.344, 0.175, 0.344, 0.292, 0.434, -0.661, 0.876, -0.591, -1.101, -0.091, 0.334, 0.336, 0.387, 0.295, 0.191, -0.877, 0.801, -0.440, -1.234, 0.012, 0.362, 0.356, 0.349, 0.400, 0.274, -1.290, 0.874, -0.578, -0.871, 0.336, 0.304, 0.352, 0.404, 0.215, 0.260, -1.015, 0.871, -0.545, -1.136, 0.195, 0.398, 0.289, 0.330, 0.306, 0.312, -1.156, 0.874, -0.555, -1.107, 0.301, 0.321, 0.359, 0.306, 0.402, 0.265, -1.143, 0.788, -0.459, -1.113, 0.261, 0.356, 0.347, 0.358, 0.342, 0.230]}

In the order shown, the computed E values come out to -88330.02141; -9135.06420; -8437.17082; -53911.03248 eV.
In the order shown, the computed molecular weight values come out to 784.8; 96.1; 99.2; 586.7 g mol⁻¹.